Entry 1:
{
  "formula": "C16H24N2O2",
  "method": "wB97M-V/def2-TZVPD",
  "symbols": ["H", "H", "H", "C", "H", "N", "C", "C", "N", "C", "C", "C", "C", "H", "H", "H", "H", "H", "H", "H", "H", "C", "H", "H", "C", "C", "C", "C", "H", "H", "H", "H", "O", "C", "C", "H", "H", "H", "C", "O", "H", "C", "H", "H"],
  "positions_angstrom": [[-3.3318, -2.0543, -2.1081], [2.3465, 2.6831, -2.0950], [-1.7532, 1.8840, -0.5255], [2.0620, -3.6453, 0.6128], [-0.3146, 2.2085, 1.1120], [-1.3668, -0.3985, 1.6420], [1.8826, -1.1224, 0.9343], [0.8490, 2.1343, -0.6861], [4.4126, -0.5778, 0.5416], [-0.2230, -0.2879, 1.7724], [2.3001, 2.1069, -1.1834], [-2.2617, 0.1809, -1.7449], [-3.7471, -1.6683, -1.1933], [1.2003, -3.2794, -1.0638], [0.3931, 0.8437, -2.2950], [2.4794, -2.6118, 2.3612], [2.9436, 2.6045, -0.4710], [-1.4928, 2.0920, -2.2719], [-5.0126, 0.5751, -0.2441], [1.4684, -0.3809, 2.8569], [0.7766, -2.6636, 2.0226], [0.0215, 1.0091, -1.2893], [-3.5769, 1.5175, 0.1706], [-3.3654, -2.2450, -0.3607], [-3.9704, 0.5248, 0.0450], [-1.4543, 1.3966, -1.4384], [1.6289, 1.3669, 1.6709], [0.7307, 2.2716, 0.8357], [2.6401, 1.4567, 1.3073], [0.1163, 0.0697, -0.7622], [0.4242, 3.0420, -1.0970], [-3.9089, 0.0138, 0.9971], [3.0661, -4.3081, 0.7295], [-3.2669, -0.2613, -1.0000], [1.7527, -2.5260, 1.5725], [-4.8281, -1.6998, -1.2081], [1.4379, -1.1944, -0.0492], [1.0287, 3.2861, 1.0684], [3.2937, -0.8579, 0.7536], [1.1382, -3.9342, -0.3629], [-2.0169, -0.3548, -2.6438], [1.2064, -0.0973, 1.8460], [1.6472, 1.7902, 2.6647], [2.6445, 1.1110, -1.4235]],
  "energy_ev": -24055.2181,
  "e_homo_ev": -8.67,
  "relative_energy_kcal_mol": 73.9,
  "smiles": "CC(C)=CCC[C@H](C)CC[C@@H](C#N)[C@@H](C#N)CC(=O)O",
  "e_lumo_ev": 0.32,
  "spin_multiplicity": 1
}

Entry 2:
{
  "formula": "C10H17INO3",
  "method": "wB97M-V/def2-TZVPD",
  "symbols": ["H", "O", "H", "C", "H", "C", "C", "H", "H", "H", "H", "C", "O", "C", "H", "H", "H", "I", "C", "H", "C", "H", "C", "H", "H", "C", "H", "O", "N", "H", "H", "C"],
  "positions_angstrom": [[-0.5396, -0.3918, 1.6522], [-2.4304, 0.6053, 1.8626], [-0.6050, 2.2511, 1.3257], [-1.1199, 1.3586, -1.4005], [0.2862, -2.1798, 0.3383], [2.6542, 0.0252, 1.1035], [1.0293, -1.5952, -0.2282], [1.9406, 0.4870, 1.8174], [3.1926, -1.9254, 0.2886], [-2.1392, 1.5780, -1.0109], [1.3850, -2.0893, -1.1588], [2.3041, -1.4502, 0.7454], [0.0278, -1.3622, -3.1355], [-0.9507, -0.9537, -2.4794], [-1.1737, 1.5527, -2.4937], [-1.9814, -1.4056, 1.9113], [-1.9856, 0.9108, 2.6686], [1.7779, -2.4008, 2.6607], [0.0112, 2.6558, 0.5096], [0.5962, 2.8418, -1.4832], [-0.1133, 2.3592, -0.7807], [-1.9512, -1.8227, -0.2887], [-0.7783, -0.1942, -1.1159], [2.8447, 0.6690, 0.2207], [3.6282, -0.0108, 1.6593], [-1.6096, -0.4896, 1.3788], [-2.8798, -0.3160, -0.4085], [-2.1371, -1.1299, -2.8724], [0.5886, -0.2311, -0.5786], [1.1801, 0.0327, -1.3738], [0.8329, 3.3412, 0.8029], [-1.8845, -0.7201, -0.1368]],
  "energy_ev": -26379.0031,
  "e_homo_ev": -4.24,
  "charge": -1,
  "smiles": "C=CC[C@](CCO)(NC[C@@H](C)I)C(=O)[O-]",
  "e_lumo_ev": 2.36,
  "spin_multiplicity": 1
}

Entry 3:
{
  "formula": "C9H14Br2N3O3",
  "method": "wB97M-V/def2-TZVPD",
  "symbols": ["C", "O", "N", "H", "Br", "C", "O", "H", "H", "H", "H", "H", "N", "C", "C", "C", "H", "C", "H", "H", "C", "H", "O", "N", "C", "H", "H", "Br", "H", "H", "C"],
  "positions_angstrom": [[-3.7682, -0.5358, -1.8006], [-2.0077, -3.1264, -0.4902], [1.4430, 0.7065, 0.6999], [-0.3155, 0.4402, -0.8815], [3.0497, -1.5640, -0.1824], [3.6979, 0.0326, 0.6905], [-3.6617, -2.8209, -1.9907], [5.4381, 0.4940, 1.9408], [-0.9773, -0.8303, 0.4427], [-3.1557, -0.1242, -2.6055], [5.5530, -0.9558, 0.9630], [0.6025, 0.4737, 2.6668], [-0.5818, 1.0867, -0.1382], [2.8277, 0.9612, 1.0133], [0.6468, 1.7182, 0.2708], [-4.5671, -1.7397, -2.2369], [-1.5956, 0.3180, 1.6627], [5.1802, 0.0762, 0.9645], [5.6760, 0.6023, 0.1385], [0.8281, 3.6141, 1.0771], [-0.7706, 0.0916, 0.9858], [-5.4653, -1.8884, -1.6351], [-2.9070, -1.0852, -0.7964], [0.8731, 3.0245, 0.2550], [0.6345, -0.0340, 1.7010], [-4.3891, 0.2566, -1.3892], [1.0670, 3.5128, -0.6131], [3.4750, 2.5271, 1.9127], [0.8054, -1.1116, 1.7048], [-4.8477, -1.7007, -3.2867], [-2.7877, -2.4194, -1.0434]],
  "energy_ev": -160248.8274,
  "e_homo_ev": -12.81,
  "charge": 1,
  "e_lumo_ev": -5.17,
  "spin_multiplicity": 1
}

Entry 4:
{
  "formula": "C21H32GeO7ReSSi3",
  "method": "wB97M-V/def2-TZVPD",
  "symbols": ["C", "H", "C", "H", "H", "H", "C", "C", "C", "H", "O", "H", "C", "C", "H", "H", "C", "O", "H", "O", "C", "H", "Si", "H", "H", "H", "H", "S", "C", "C", "C", "Si", "O", "C", "C", "H", "O", "H", "H", "H", "O", "H", "Si", "H", "C", "H", "Re", "Ge", "H", "O", "C", "H", "H", "H", "C", "H", "H", "C", "C", "H", "C", "H", "H", "H", "H", "C"],
  "positions_angstrom": [[-0.4313, -5.1254, 2.9210], [3.1270, -2.2353, 1.9518], [-0.0541, -3.3168, -0.8697], [-3.2237, 2.3617, -1.1579], [-4.4675, -0.8770, -2.0458], [-0.7136, 4.2439, -0.9808], [0.4927, -1.8059, -3.4335], [1.8311, 3.9862, 1.2725], [2.2261, 1.9493, -2.5722], [2.2316, -4.4633, 2.4608], [0.3094, -6.0458, 3.5594], [2.2149, 1.1267, -3.2882], [-3.3754, -0.8264, -2.0373], [-0.1566, 4.0058, -1.8890], [3.0911, -2.6763, -1.3325], [-3.0810, -2.0665, 0.9511], [0.8402, 4.4990, 3.3796], [-0.3833, 3.1763, 1.5789], [-0.8200, 4.1490, -2.7423], [-1.5511, -5.3629, 2.5731], [-3.4443, -1.0398, 0.9981], [-4.4762, 1.7726, -0.0741], [0.7985, -1.8194, -1.5879], [-0.7109, 0.2491, -3.0909], [0.6713, 4.7115, -1.9677], [-0.7946, -0.5611, 2.3441], [-1.7082, -2.8343, 2.8106], [1.8987, 0.3420, 1.8085], [2.9119, 4.7089, 2.0158], [-0.6563, -2.6885, 2.6109], [0.1972, -3.7826, 2.6750], [0.5195, 2.2579, -1.8703], [1.9508, 3.3639, 0.1082], [2.6229, -1.6967, -1.2107], [-3.3998, 1.7614, -0.2652], [-4.5359, -1.0748, 0.9442], [4.0154, 4.9463, 1.6337], [-0.5683, -1.8037, -3.6878], [0.9819, -0.9781, -3.9478], [-2.9108, 2.2498, 0.5804], [2.8197, 5.6162, 4.2890], [-3.1864, -0.6048, 1.9646], [-2.8449, -0.0163, -0.4402], [-1.0730, -3.3849, -1.2586], [1.5589, -3.6142, 2.4404], [0.9167, -2.7333, -3.8295], [0.7449, 1.8916, 0.7066], [-0.3735, 0.0725, -0.5082], [3.1091, -1.0087, -1.9043], [0.0399, 4.5431, 4.2630], [1.2093, -1.2702, 2.0596], [-0.1097, -3.3007, 0.2160], [2.9546, 1.7257, -1.7923], [1.1220, -5.6668, 3.9159], [-0.7535, 1.3266, -2.9479], [-1.7788, 1.6304, -2.7440], [2.5795, 2.8408, -3.0940], [2.0677, -2.3633, 2.1326], [0.6744, 3.8798, 2.0330], [0.4691, -4.2293, -1.1655], [2.2851, 5.0573, 3.3881], [-0.4991, 1.7416, -3.9319], [-3.0656, -0.2812, -2.9281], [2.8177, -1.3489, -0.1974], [-3.0015, -1.8496, -2.1073], [-0.1517, -1.4338, 2.3145]],
  "energy_ev": -129737.1148,
  "e_homo_ev": [-11.66, -11.66],
  "charge": 1,
  "e_lumo_ev": [-5.04, -5.04],
  "spin_multiplicity": 1
}

Entry 5:
{
  "formula": "C29H41BiF5P2",
  "method": "wB97M-V/def2-TZVPD",
  "symbols": ["H", "H", "H", "H", "H", "P", "H", "Bi", "H", "C", "H", "F", "F", "P", "H", "C", "H", "H", "H", "C", "H", "H", "C", "C", "C", "H", "C", "C", "C", "H", "C", "H", "F", "F", "C", "H", "H", "H", "C", "H", "H", "C", "C", "H", "C", "C", "H", "C", "H", "C", "H", "C", "C", "H", "H", "H", "C", "H", "C", "H", "H", "F", "H", "C", "H", "H", "H", "H", "C", "H", "C", "C", "C", "H", "H", "H", "C", "C"],
  "positions_angstrom": [[0.1021, -1.4265, -2.8291], [-1.3437, 4.4646, 1.5360], [-2.6494, -3.5083, -2.9170], [-0.1757, -1.4997, 3.8726], [-1.5741, -2.7932, 0.0238], [-0.9022, 2.9955, -0.2616], [-5.0756, -0.6907, -2.2207], [-1.3298, 0.1548, -0.7956], [4.7579, 1.9123, 2.5962], [3.7775, 0.0240, 2.7095], [0.9157, -3.2818, 3.2143], [4.1458, -0.4239, -4.5812], [4.4216, -0.3917, -1.8287], [-0.4067, -3.7042, -1.9496], [-1.8457, -5.0301, -3.4427], [4.9143, 0.8741, 2.2896], [-4.6543, 0.9637, 1.5633], [4.4547, -3.2566, 1.8692], [1.2214, 1.9924, 3.9082], [0.4870, -0.7335, 4.2999], [2.7425, 2.0364, 4.8085], [-1.8825, 2.0163, -2.6460], [2.1489, 0.2815, -1.6080], [-2.7140, 2.6961, -0.7731], [-3.8016, 2.4536, 0.2795], [-0.0988, 3.9925, -2.3576], [-0.6609, -1.9163, -2.1704], [-1.7105, -3.9775, -3.2319], [2.0030, -3.2312, 3.1043], [-5.1124, 0.8382, -0.1414], [2.5967, 0.4469, 3.3774], [2.2889, -3.7681, 2.1915], [1.7432, 0.3360, -5.7140], [2.3256, 0.2464, -0.2556], [2.3003, 1.8216, 3.8232], [2.4463, -3.7733, 3.9534], [5.0362, 0.8496, 1.1940], [-2.9121, 3.6946, -1.2079], [3.6912, -1.3735, 2.5048], [5.7021, -2.0697, 2.2971], [-3.4602, 2.9306, 1.2020], [-3.7815, 1.0244, -2.5160], [-0.2617, 4.2973, -1.3086], [-1.3370, -3.4532, -4.1281], [-2.5525, 1.6557, -1.8659], [1.9122, 0.3535, -4.3677], [-0.0196, 0.2399, 4.2406], [2.4624, -1.8279, 3.0534], [-3.6873, 1.1264, -3.6231], [-3.2710, -0.1049, 0.3463], [-1.4452, 2.7613, 2.1270], [-4.2586, 1.0094, 0.5398], [-3.9863, -0.4738, -2.1921], [-3.5622, -1.0536, -3.0303], [0.6765, 4.6838, -0.8997], [-3.5296, -1.9815, -0.6995], [3.1256, -0.0268, -3.7990], [-0.7126, -4.2981, 0.4230], [-3.3914, -0.9155, -0.8691], [4.8216, -1.9135, 0.7723], [0.6183, -0.9712, 5.3710], [-0.2959, 1.1716, -4.1205], [-3.0593, -0.6820, 1.2473], [-1.3414, -3.8105, -0.3344], [-1.6945, -1.6757, -2.5170], [-4.7076, 3.0238, -0.0029], [-4.6826, 1.6042, -2.2694], [5.8538, 0.5169, 2.7345], [1.7843, -0.7034, 3.5966], [0.1392, 3.4272, 1.7954], [4.7153, -2.1964, 1.8307], [0.8588, 0.7238, -3.5272], [-0.9084, 3.4557, 1.4799], [-2.2629, -4.3882, -0.4611], [2.7110, 2.5579, 3.1193], [-1.0235, 5.0979, -1.2728], [0.9249, 0.6061, -2.1488], [3.2557, -0.0325, -2.4105]],
  "energy_ev": -68726.3184,
  "e_homo_ev": [-9.10, -9.10],
  "relative_energy_kcal_mol": 70.9,
  "charge": 1,
  "e_lumo_ev": [-6.56, -6.56],
  "spin_multiplicity": 1
}

Entry 6:
{
  "formula": "C6H14O2",
  "method": "wB97M-V/def2-TZVPD",
  "symbols": ["H", "C", "H", "O", "H", "C", "H", "H", "H", "H", "C", "H", "H", "H", "C", "C", "H", "C", "H", "H", "H", "O"],
  "positions_angstrom": [[-3.6174, -0.7350, 1.1736], [-2.6849, -0.2221, 0.9083], [-1.8005, -2.0224, 0.1078], [-0.5419, 1.4285, -1.5049], [-0.4283, 1.3653, 0.5409], [-0.1424, 0.8272, -0.3557], [1.9604, 2.0326, -0.1427], [1.9416, 0.3271, 1.7888], [2.7298, -0.8110, 0.7219], [-2.9582, 0.7837, 0.5760], [-0.0231, -0.5804, -0.3190], [0.3200, -1.0523, 0.5947], [2.5140, 0.7753, -1.2017], [-2.0799, -0.1089, 1.8165], [1.9512, 0.9484, -0.2789], [-1.9211, -0.9711, -0.1549], [-0.3776, 0.7923, -2.2268], [2.5906, 0.2598, 0.9059], [-2.4098, -0.9223, -1.1284], [3.5695, 0.6838, 1.1654], [1.1296, -1.6263, -1.4374], [0.2785, -1.1722, -1.5495]],
  "energy_ev": -10540.2891,
  "e_homo_ev": -7.46,
  "relative_energy_kcal_mol": 99.8,
  "e_lumo_ev": 0.72,
  "spin_multiplicity": 1
}